The following is a DFT calculation (ωB97M-V/def2-TZVPD) of C4H8N2O2 in the gas phase.

ORCA input file:
```
! wB97M-V def2-TZVPD RIJCOSX def2/J DEFGRID3
* xyz 0 3
C -0.429 -0.806 -0.080
C -1.581 -1.073 0.827
C 0.081 1.575 -0.672
C 0.399 0.444 0.301
N -0.206 -1.543 -1.060
N 1.815 0.072 0.204
O 2.436 -0.039 1.236
O 2.246 -0.159 -0.905
H -2.204 -0.186 0.924
H -2.170 -1.896 0.435
H -1.211 -1.337 1.817
H 0.399 1.301 -1.676
H -0.990 1.764 -0.686
H 0.594 2.487 -0.376
H 0.207 0.730 1.338
H 0.614 -1.333 -1.628
*
```

Summary:
- Energy: -416.9643 Eh
- Frontier orbital gap (spin up / spin down): 8.550 / 6.384 eV
- ΔE to the lowest compared entry with this formula, charge and spin: 61.7 kcal/mol